No. 1
The following is a DFT calculation (ωB97M-V/def2-TZVPD) of C16H32EuP as an isolated structure.

Output
2S+1 = 7
HOMO-LUMO gap (spin up / spin down) = 5.99 / 5.52 eV
charge = +2
<S²> = 12.399

Positions of all 50 atoms, in Å:
H: 1.05 1.48 -2.84
H: -1.01 2.38 2.08
H: 0.91 -4.94 -1.82
H: 0.53 -5.22 -0.13
H: -0.40 2.04 -3.70
H: -0.33 -3.47 1.30
H: -1.51 -2.40 0.25
H: 4.27 -0.49 1.51
H: 4.63 1.93 1.77
H: -2.45 1.35 2.26
H: -3.30 -1.57 0.20
H: -3.46 -0.30 1.43
H: 2.64 0.98 3.16
H: 3.92 -0.69 -0.23
C: -0.43 -2.71 0.39
H: -4.40 -0.22 -0.07
C: 3.97 2.26 0.97
C: -3.41 -0.49 0.35
H: 3.56 3.25 1.20
C: 0.29 -4.59 -1.04
C: -0.78 1.04 -1.82
P: 2.56 1.06 0.71
C: -0.74 1.91 -0.70
C: 0.43 -3.25 -0.73
H: 0.15 3.48 0.47
H: -0.32 3.96 -1.18
C: -1.67 1.43 0.27
H: 1.29 2.00 2.57
Eu: 0.26 -0.76 0.24
H: 4.53 2.33 0.03
C: -1.94 2.05 1.59
H: -1.48 -1.14 -3.34
H: 0.68 -1.15 2.06
C: 0.10 3.12 -0.58
H: 2.80 -1.39 0.98
H: -3.18 -0.78 -2.98
H: 1.13 2.95 -0.93
H: 0.01 0.31 -3.68
H: -2.59 2.94 1.49
C: -2.20 -1.01 -2.52
C: -1.77 0.06 -1.58
C: -2.32 0.29 -0.29
H: 1.12 0.23 2.57
H: -2.32 -1.99 -2.01
C: 0.00 1.23 -3.06
H: 0.20 -2.53 -1.70
C: 1.83 1.06 2.41
C: 3.47 -0.53 0.76
H: 1.51 -2.94 -0.50
H: -0.76 -4.85 -1.30

Results of the Mulliken charge analysis, in e, for atoms 1 through 6: atom 1 (H): 0.3121, atom 2 (H): 0.2837, atom 3 (H): 0.4267, atom 4 (H): 0.3582, atom 5 (H): 0.3506, atom 6 (H): 0.4505

***

No. 2
The following is a DFT calculation (ωB97M-V/def2-TZVPD) of a 5-piece molecular cluster, C16H32F2N8O7Si overall.

Output
HOMO-LUMO gap = 9.05 eV
charge = 0

Positions of all 66 atoms, in Å:
N: -7.66 -2.79 -2.73
H: 9.94 1.50 -0.41
H: 5.91 -1.05 -2.71
N: 4.01 -2.33 -3.82
O: 0.48 2.01 3.61
H: -1.36 0.09 -2.02
N: 9.23 1.15 -1.02
C: 0.27 2.19 1.25
H: -8.10 -3.30 -1.99
H: 3.20 -2.81 -4.15
H: -0.21 -2.75 2.08
H: -1.77 -4.61 2.56
C: -4.17 5.40 0.71
O: 2.86 -1.63 -2.00
N: -5.74 -2.24 -3.91
H: 2.17 -0.30 0.19
C: 0.13 2.87 2.58
H: -4.52 -3.06 -0.33
F: -1.14 3.34 2.80
C: -1.16 -2.81 1.55
H: -0.12 -1.16 -2.17
H: 9.88 -0.53 0.78
H: 8.89 1.72 -1.76
C: -0.36 -0.21 -1.69
H: 0.37 0.53 -2.04
H: -2.96 -1.21 -0.82
O: 7.81 -0.51 -1.63
H: -1.37 0.93 1.93
H: 1.54 -0.70 1.78
H: -1.62 1.64 0.33
O: 0.50 2.68 5.77
H: 1.24 1.69 1.28
C: -0.22 2.04 4.80
O: -5.65 -3.68 -2.16
H: -3.16 3.67 1.32
H: 0.89 2.02 6.36
Si: -0.30 -0.43 0.17
C: -2.03 -3.86 1.82
H: 4.86 -2.37 -4.35
H: 5.00 -0.53 -1.35
C: -3.58 -2.99 0.20
O: -5.10 5.86 0.07
C: 3.90 -1.65 -2.63
H: 0.33 2.96 0.48
C: -0.87 1.18 0.99
H: -2.54 5.83 1.96
N: 5.04 -1.02 -2.22
H: 8.78 -1.77 0.27
C: -3.24 -3.95 1.14
H: -8.21 -2.19 -3.32
H: -6.26 -1.63 -4.51
O: -1.29 1.56 4.95
H: -3.92 -4.77 1.33
C: -2.70 -1.95 -0.07
C: 1.43 -0.90 0.71
H: -4.53 3.45 0.29
C: -1.47 -1.84 0.60
C: -6.31 -2.95 -2.89
H: -4.75 -2.34 -4.04
C: 8.68 -0.10 -0.88
N: -3.31 6.19 1.42
H: 1.62 -1.95 0.54
N: -3.92 4.06 0.79
F: 0.93 3.97 2.67
N: 9.17 -0.85 0.15
H: -3.46 7.18 1.39

Results of the Mulliken charge analysis, in e, for atoms 1 through 6: atom 1 (N): -0.3989, atom 2 (H): 0.1689, atom 3 (H): 0.1902, atom 4 (N): -0.4202, atom 5 (O): -0.2275, atom 6 (H): 0.3819

***

No. 3
The following is a DFT calculation (ωB97M-V/def2-TZVPD) of C16H32F6HgN4O8 as an isolated structure.

Output
2S+1 = 2
HOMO-LUMO gap (spin up / spin down) = 2.05 / 7.75 eV
charge = -1
<S²> = 0.750

Positions of all 67 atoms, in Å:
O: 0.90 -0.95 2.38
C: -2.73 -0.36 2.02
C: 0.25 -3.82 0.00
H: 1.76 0.18 5.25
O: 0.30 1.81 0.48
F: -1.66 3.44 1.96
C: -0.30 -5.12 -0.51
F: 3.73 -2.65 -3.42
F: -1.30 5.07 0.83
H: -4.16 0.50 -2.25
N: 1.39 -3.97 0.72
H: -0.46 -4.94 -1.58
C: -1.98 0.69 -2.42
O: 1.05 3.81 0.53
C: 3.78 -2.15 -2.23
C: 0.89 -2.47 -3.17
H: 0.42 5.77 -0.10
H: 3.33 5.65 0.83
C: 0.65 -1.63 -4.40
C: 1.28 5.12 0.05
H: -4.65 -1.21 1.63
H: 1.56 -3.30 -3.36
H: 2.36 -1.46 4.74
H: -3.39 -2.18 2.48
O: -1.20 -0.13 -1.79
C: 0.90 -0.73 3.59
H: 1.40 -4.92 1.07
H: -0.16 3.18 -0.98
H: -0.66 0.93 -3.96
H: 0.22 -5.99 -0.13
O: -0.36 -2.76 -0.12
C: 2.13 -0.44 4.43
H: 1.92 5.69 1.96
F: -2.57 3.57 0.00
C: -1.43 3.74 0.67
H: 1.85 -3.26 1.27
N: -2.53 0.73 2.73
H: -3.69 2.17 -2.19
F: 3.83 -3.26 -1.55
H: 2.70 -0.31 -2.64
H: 1.67 5.02 -0.97
O: -1.93 -0.78 1.17
H: -1.24 -5.28 0.01
H: -1.76 2.09 -3.56
H: -3.18 1.15 3.38
O: 1.30 -1.68 -2.01
F: 4.92 -1.54 -2.13
H: -0.21 -0.98 -4.21
O: 2.52 -0.53 -0.61
C: 2.57 -1.11 -1.91
Hg: 0.17 -0.57 0.03
N: -1.54 1.11 -3.50
C: -3.89 -1.21 2.41
H: -1.75 1.32 2.49
H: -4.05 -0.88 3.43
H: 1.49 -1.03 -4.75
H: -1.04 -0.84 3.68
H: -0.05 -2.99 -2.98
N: -0.25 -0.58 4.24
H: 0.34 -2.29 -5.21
H: -3.37 1.09 -0.81
C: -3.37 1.17 -1.90
H: -0.19 -0.48 5.25
H: 2.30 6.89 0.77
H: 2.96 -0.02 3.87
C: -0.05 3.09 0.10
C: 2.26 5.81 0.93

Results of the Mulliken charge analysis, in e, for atoms 1 through 6: atom 1 (O): 1.1489, atom 2 (C): -2.3634, atom 3 (C): 0.3844, atom 4 (H): 0.3210, atom 5 (O): -0.7163, atom 6 (F): -0.2972

***

No. 4
The following is a DFT calculation (ωB97M-V/def2-TZVPD) of C16H32LuP as an isolated structure.

Output
HOMO-LUMO gap = 7.95 eV
charge = +2

Positions of all 50 atoms, in Å:
H: -2.10 -3.69 0.87
H: -0.42 5.00 -2.15
H: -3.62 -0.85 -0.03
C: 1.72 -1.48 -2.40
H: 2.67 -0.42 2.83
H: 2.31 -2.98 0.01
H: -1.02 -2.90 2.02
C: -1.75 -1.30 -0.99
C: 0.50 4.43 -1.99
H: -0.90 -1.10 3.34
H: 2.42 3.19 -0.35
H: 2.61 -1.77 -1.84
H: 2.35 0.74 4.19
Lu: -0.15 -0.14 0.14
C: -3.21 -1.03 -1.03
H: 2.83 1.34 2.57
C: -1.14 1.50 2.36
H: 1.19 -3.21 1.34
H: 0.00 3.82 0.02
C: -1.71 -2.72 1.19
H: -3.76 -1.87 -1.45
C: 0.16 -0.82 3.49
C: -1.00 -0.15 -3.18
H: 0.31 -0.67 4.58
H: 1.89 -0.47 -2.78
P: 0.49 0.74 2.60
H: 1.29 5.14 -1.70
H: 1.92 2.04 -1.59
H: 1.45 1.77 0.09
H: 0.80 3.99 -2.95
C: 0.32 3.35 -0.92
C: -1.04 -2.02 0.05
C: -0.78 -0.94 -1.93
H: -1.91 0.44 -3.13
H: -1.05 2.36 1.66
C: 0.48 -1.57 -1.57
H: 1.65 -2.14 -3.28
H: -0.49 2.67 -1.22
H: -3.45 -0.15 -1.63
C: 2.24 0.57 3.10
C: 1.27 -3.23 0.25
H: -0.17 0.54 -3.37
H: -1.07 -0.80 -4.05
H: -2.55 -2.15 1.58
C: 1.60 2.54 -0.68
H: -1.85 0.76 1.94
C: 0.31 -2.31 -0.41
H: -1.53 1.86 3.33
H: 0.80 -1.65 3.14
H: 1.11 -4.26 -0.07

Results of the Mulliken charge analysis, in e, for atoms 1 through 6: atom 1 (H): 0.3553, atom 2 (H): 0.3794, atom 3 (H): 0.3423, atom 4 (C): -1.5492, atom 5 (H): 0.3900, atom 6 (H): 0.4156

***

Number 1: strongest force on any atom 7.650 eV Å⁻¹. Number 2: strongest force on any atom 0.775 eV Å⁻¹. Number 3: strongest force on any atom 9.297 eV Å⁻¹. Number 4: strongest force on any atom 6.976 eV Å⁻¹.